No. 1
A cluster of 8 separate species, C49H115N7O9 in total, computed with wB97M-V/def2-TZVPD.

Summary:
LUMO level (alpha / beta): -5.698 / -5.720 eV
spin multiplicity: 2
charge: +3
electronic energy: -81499.5429 eV
Kohn-Sham gap (alpha / beta): 2.33 / 5.99 eV
E_HOMO (alpha / beta): -8.024 / -11.715 eV

CARTESIAN COORDINATES (ANGSTROEM)
1 N -1.256 0.373 0.018
2 O -0.368 0.980 0.546
3 O -2.306 0.050 0.628
4 O -1.093 0.022 -1.109
5 C -1.641 3.017 -4.865
6 C -1.150 3.118 -3.393
7 C 0.054 4.121 -3.258
8 N 0.884 3.887 -1.936
9 C 0.034 4.132 -0.651
10 C 1.964 4.970 -1.907
11 C 3.267 4.235 -1.538
12 C 3.075 2.835 -1.977
13 C 1.620 2.513 -1.865
14 H -1.939 3.954 -5.337
15 H -2.547 2.413 -4.818
16 H -0.929 2.460 -5.475
17 H -0.867 2.165 -2.948
18 H -1.871 3.388 -2.622
19 H -0.311 5.130 -3.067
20 H 0.839 4.104 -4.014
21 H 0.697 4.077 0.212
22 H -0.558 3.217 -0.658
23 H -0.411 5.122 -0.752
24 H 1.729 5.770 -1.205
25 H 1.948 5.461 -2.880
26 H 3.548 4.323 -0.488
27 H 4.111 4.626 -2.105
28 H 3.734 2.237 -1.348
29 H 3.217 2.642 -3.041
30 H 1.384 2.054 -0.904
31 H 1.245 1.798 -2.597
32 C -4.751 1.154 -2.621
33 C -4.125 -0.237 -2.262
34 C -4.848 -1.328 -3.069
35 N -4.293 -2.765 -2.744
36 C -2.815 -2.809 -3.054
37 C -4.464 -3.174 -1.306
38 C -4.641 -4.711 -1.317
39 C -4.965 -5.103 -2.847
40 C -5.151 -3.745 -3.533
41 H -4.142 1.943 -2.179
42 H -5.806 1.221 -2.354
43 H -4.732 1.225 -3.709
44 H -4.087 -0.366 -1.180
45 H -3.105 -0.161 -2.640
46 H -4.740 -1.189 -4.144
47 H -5.922 -1.281 -2.888
48 H -2.493 -3.844 -2.933
49 H -2.116 -2.193 -2.489
50 H -2.808 -2.782 -4.144
51 H -3.674 -2.689 -0.733
52 H -5.402 -2.698 -1.022
53 H -3.733 -5.292 -1.152
54 H -5.350 -4.943 -0.523
55 H -4.067 -5.649 -3.134
56 H -5.880 -5.680 -2.984
57 H -5.029 -3.835 -4.613
58 H -6.185 -3.434 -3.387
59 C 1.658 5.782 6.961
60 C 1.091 4.547 6.162
61 C 0.280 4.926 4.968
62 N -0.503 3.820 4.271
63 C 0.441 2.579 3.888
64 C -1.236 4.235 3.010
65 C -2.282 3.157 2.737
66 C -2.674 2.677 4.125
67 C -1.690 3.329 5.104
68 H 2.105 5.615 7.941
69 H 0.816 6.448 7.150
70 H 2.322 6.353 6.312
71 H 0.606 3.916 6.908
72 H 1.966 3.936 5.940
73 H 0.909 5.306 4.163
74 H -0.431 5.713 5.219
75 H 1.091 2.946 3.093
76 H -0.205 1.718 3.722
77 H 1.109 2.472 4.743
78 H -0.544 4.483 2.205
79 H -1.780 5.170 3.144
80 H -2.045 2.397 1.992
81 H -3.204 3.527 2.290
82 H -2.849 1.613 4.280
83 H -3.638 3.063 4.457
84 H -1.409 2.711 5.956
85 H -2.133 4.197 5.593
86 C 2.526 0.116 -6.587
87 C 2.633 -1.378 -6.296
88 N 1.244 -2.102 -6.052
89 C 1.448 -3.632 -5.845
90 C 0.558 -1.509 -4.741
91 C 1.533 -1.657 -3.493
92 C 0.338 -1.950 -7.340
93 C -1.151 -2.388 -7.198
94 O -1.935 -1.538 -6.444
95 C -2.444 -0.365 -7.118
96 H 1.975 0.284 -7.513
97 H 3.535 0.322 -6.943
98 H 2.310 0.778 -5.749
99 H 3.348 -1.548 -5.490
100 H 3.097 -1.880 -7.145
101 H 2.168 -3.738 -5.034
102 H 1.982 -4.096 -6.674
103 H 0.526 -4.105 -5.508
104 H -0.333 -2.127 -4.630
105 H 0.276 -0.472 -4.923
106 H 2.525 -1.239 -3.671
107 H 1.622 -2.682 -3.135
108 H 1.084 -1.117 -2.659
109 H 0.892 -2.543 -8.067
110 H 0.394 -0.918 -7.686
111 H -1.223 -3.235 -6.516
112 H -1.608 -2.502 -8.182
113 H -2.812 0.394 -6.428
114 H -3.368 -0.553 -7.664
115 H -1.751 0.083 -7.831
116 C -2.562 -1.897 5.688
117 C -1.291 -2.655 5.432
118 N -0.832 -2.548 3.952
119 C -0.880 -1.080 3.497
120 C 0.609 -3.033 3.905
121 C 0.945 -4.465 4.067
122 C -1.843 -3.281 3.068
123 C -1.604 -3.372 1.560
124 O -0.253 -3.855 1.204
125 C 0.019 -3.622 -0.205
126 H -2.657 -0.849 5.405
127 H -2.683 -2.006 6.766
128 H -3.424 -2.424 5.279
129 H -1.346 -3.728 5.616
130 H -0.447 -2.290 6.018
131 H -0.200 -0.723 4.271
132 H -1.866 -0.616 3.489
133 H -0.513 -1.017 2.473
134 H 1.255 -2.405 4.518
135 H 0.971 -2.729 2.923
136 H 0.424 -5.055 3.313
137 H 0.683 -5.025 4.965
138 H 2.019 -4.649 4.037
139 H -2.807 -2.773 3.112
140 H -1.999 -4.263 3.513
141 H -1.659 -2.330 1.246
142 H -2.429 -3.972 1.177
143 H 0.994 -3.919 -0.591
144 H -0.079 -2.601 -0.574
145 H -0.591 -4.212 -0.889
146 C 6.312 -1.573 4.920
147 C 5.136 -1.285 3.992
148 N 5.074 0.188 3.474
149 C 5.559 1.127 4.569
150 C 5.976 0.248 2.218
151 C 6.018 1.586 1.426
152 C 3.557 0.416 3.090
153 C 3.019 -0.420 1.923
154 O 3.698 -0.111 0.757
155 C 3.155 -0.610 -0.445
156 H 6.140 -1.297 5.960
157 H 7.249 -1.084 4.652
158 H 6.507 -2.645 4.887
159 H 4.239 -1.639 4.501
160 H 5.154 -2.021 3.188
161 H 5.329 2.145 4.255
162 H 6.591 1.004 4.898
163 H 4.877 0.842 5.370
164 H 5.741 -0.640 1.631
165 H 6.941 0.110 2.706
166 H 6.233 2.414 2.102
167 H 5.102 1.831 0.888
168 H 6.726 1.579 0.597
169 H 3.445 1.452 2.770
170 H 2.980 0.468 4.013
171 H 2.010 -0.066 1.714
172 H 2.879 -1.470 2.180
173 H 3.526 -0.174 -1.372
174 H 2.097 -0.362 -0.533
175 H 3.415 -1.657 -0.603
176 O -4.657 -0.012 2.379
177 C -5.123 -1.223 2.744
178 O -4.983 -2.172 1.908
179 O -5.644 -1.328 3.901
180 H -4.167 -0.399 1.649

No. 2
A structure of composition C49H120AsBr3F6N2O30P7, computed with wB97M-V/def2-TZVPD.

Summary:
LUMO level: 1.102 eV
charge: -1
electronic energy: -469476.4472 eV
Kohn-Sham gap: 9.02 eV
E_HOMO: -7.919 eV

CARTESIAN COORDINATES (ANGSTROEM)
1 As 11.095 13.889 -20.824
2 F 12.605 13.018 -20.110
3 F 12.091 15.411 -20.948
4 F 9.719 14.720 -21.548
5 F 10.198 12.337 -20.638
6 F 10.711 14.385 -19.209
7 F 11.524 13.397 -22.492
8 C 17.412 8.178 -15.548
9 O 18.575 8.224 -15.145
10 N 16.647 7.097 -15.618
11 C 15.470 7.007 -16.370
12 C 17.118 5.710 -15.333
13 H 16.884 9.088 -15.872
14 H 14.691 6.452 -15.848
15 H 15.651 6.505 -17.321
16 H 15.065 8.014 -16.465
17 H 18.068 5.656 -14.802
18 H 16.395 5.181 -14.712
19 H 17.199 5.118 -16.244
20 C 12.962 21.641 -16.118
21 O 13.631 22.094 -15.169
22 N 11.585 21.477 -16.151
23 C 10.943 20.857 -17.310
24 C 10.797 21.924 -15.083
25 H 13.360 21.234 -17.061
26 H 10.299 21.554 -17.846
27 H 10.334 20.003 -17.016
28 H 11.683 20.469 -18.010
29 H 11.400 21.952 -14.175
30 H 10.481 22.947 -15.289
31 H 9.924 21.285 -14.952
32 C 4.354 14.322 -18.307
33 Br 4.897 15.024 -16.473
34 Br 3.234 15.633 -19.255
35 Br 3.378 12.631 -18.148
36 H 5.314 14.163 -18.800
37 C 17.162 7.744 -24.643
38 C 16.009 7.136 -23.835
39 O 15.452 6.164 -24.616
40 P 16.084 4.613 -24.514
41 O 16.598 4.164 -23.155
42 O 14.839 3.764 -25.091
43 C 14.949 2.294 -25.037
44 C 13.632 1.736 -24.515
45 O 17.064 4.541 -25.770
46 C 16.759 5.179 -26.955
47 C 17.124 4.288 -28.122
48 H 18.093 7.220 -24.424
49 H 16.948 7.741 -25.712
50 H 17.240 8.784 -24.326
51 H 16.222 6.727 -22.847
52 H 15.232 7.887 -23.693
53 H 15.176 1.902 -26.029
54 H 15.720 2.011 -24.320
55 H 13.318 2.092 -23.534
56 H 12.756 1.898 -25.144
57 H 13.642 0.651 -24.414
58 H 15.748 5.585 -26.976
59 H 17.479 5.992 -27.046
60 H 18.205 4.151 -28.148
61 H 16.717 3.283 -28.009
62 H 16.876 4.721 -29.091
63 C 5.973 7.731 -24.638
64 C 7.271 8.117 -25.153
65 O 7.671 7.277 -26.114
66 P 7.423 7.517 -27.707
67 O 6.078 7.995 -28.080
68 O 8.666 8.462 -28.158
69 C 9.960 8.220 -27.707
70 C 10.607 9.577 -28.063
71 O 7.878 6.084 -28.320
72 C 6.932 5.069 -28.284
73 C 6.340 4.977 -29.693
74 H 5.809 8.443 -23.828
75 H 5.152 7.905 -25.334
76 H 6.004 6.683 -24.340
77 H 7.333 9.152 -25.488
78 H 7.904 7.997 -24.273
79 H 9.998 7.956 -26.650
80 H 10.345 7.421 -28.340
81 H 10.236 10.399 -27.450
82 H 11.689 9.544 -27.935
83 H 10.461 9.923 -29.086
84 H 7.473 4.125 -28.212
85 H 6.159 5.183 -27.523
86 H 5.758 5.850 -29.989
87 H 7.170 4.888 -30.394
88 H 5.686 4.129 -29.894
89 C 3.613 15.481 -26.766
90 C 4.809 16.486 -26.907
91 O 4.442 17.348 -27.974
92 P 4.225 18.926 -27.680
93 O 3.735 19.335 -26.369
94 O 3.276 19.399 -28.935
95 C 2.843 20.759 -29.051
96 C 3.565 21.513 -30.203
97 O 5.645 19.566 -28.071
98 C 6.735 19.221 -27.373
99 C 7.909 20.104 -27.675
100 H 3.843 14.724 -26.016
101 H 2.721 16.066 -26.542
102 H 3.301 14.961 -27.672
103 H 4.982 17.082 -26.012
104 H 5.802 16.096 -27.129
105 H 1.775 20.938 -29.173
106 H 3.055 21.234 -28.093
107 H 3.370 22.582 -30.123
108 H 4.621 21.301 -30.033
109 H 3.193 21.064 -31.124
110 H 6.642 19.353 -26.295
111 H 7.017 18.182 -27.541
112 H 7.523 21.116 -27.552
113 H 8.662 19.964 -26.900
114 H 8.342 20.006 -28.671
115 C 4.506 5.068 -13.563
116 C 5.879 4.742 -13.127
117 O 6.314 5.764 -12.277
118 P 7.919 5.921 -11.780
119 O 8.127 6.682 -10.485
120 O 8.471 4.397 -11.717
121 C 7.947 3.561 -10.666
122 C 8.391 2.052 -10.621
123 O 8.680 6.574 -13.055
124 C 8.256 7.756 -13.583
125 C 7.550 7.543 -14.931
126 H 4.023 4.256 -14.106
127 H 3.925 5.315 -12.674
128 H 4.577 5.897 -14.267
129 H 5.748 3.778 -12.637
130 H 6.624 4.570 -13.904
131 H 8.244 4.065 -9.746
132 H 6.868 3.453 -10.784
133 H 8.267 1.449 -11.521
134 H 9.422 1.899 -10.302
135 H 7.887 1.508 -9.823
136 H 7.568 8.281 -12.920
137 H 9.065 8.472 -13.722
138 H 7.288 8.480 -15.422
139 H 8.357 7.155 -15.552
140 H 6.683 6.896 -14.796
141 C 21.089 18.330 -14.910
142 C 19.638 18.816 -14.712
143 O 19.171 18.191 -13.526
144 P 18.409 16.713 -13.457
145 O 19.171 15.580 -14.019
146 O 18.173 16.461 -11.890
147 C 17.518 17.415 -11.082
148 C 17.349 16.810 -9.672
149 O 16.886 16.976 -14.025
150 C 16.082 15.936 -14.427
151 C 14.831 16.101 -13.528
152 H 21.775 18.987 -14.374
153 H 21.119 17.253 -14.747
154 H 21.222 18.353 -15.991
155 H 19.527 19.886 -14.539
156 H 19.028 18.524 -15.568
157 H 18.088 18.342 -11.132
158 H 16.542 17.668 -11.495
159 H 18.256 16.600 -9.104
160 H 16.876 17.551 -9.028
161 H 16.686 15.945 -9.705
162 H 15.820 15.983 -15.484
163 H 16.582 14.988 -14.225
164 H 14.409 17.106 -13.507
165 H 14.091 15.342 -13.782
166 H 15.138 15.953 -12.493
167 C 5.974 -0.560 -23.494
168 C 5.691 0.530 -22.480
169 O 6.929 0.676 -21.781
170 P 6.893 0.928 -20.157
171 O 5.755 1.843 -19.715
172 O 6.905 -0.662 -19.778
173 C 8.056 -1.439 -20.096
174 C 8.866 -1.766 -18.817
175 O 8.435 1.483 -19.839
176 C 8.590 2.929 -19.676
177 C 9.599 3.264 -20.766
178 H 6.645 -0.280 -24.307
179 H 6.445 -1.401 -22.985
180 H 5.047 -0.892 -23.960
181 H 5.464 1.433 -23.046
182 H 4.921 0.274 -21.752
183 H 7.698 -2.369 -20.537
184 H 8.694 -1.017 -20.873
185 H 8.302 -2.326 -18.071
186 H 9.739 -2.350 -19.108
187 H 9.200 -0.857 -18.316
188 H 7.667 3.496 -19.790
189 H 8.934 3.238 -18.689
190 H 9.689 4.350 -20.784
191 H 10.595 2.852 -20.604
192 H 9.283 2.978 -21.769
193 C 25.050 15.951 -23.611
194 C 23.687 15.929 -22.882
195 O 23.836 15.253 -21.686
196 P 23.312 13.794 -21.391
197 O 23.481 13.434 -20.012
198 O 24.013 12.721 -22.448
199 C 25.304 12.281 -22.156
200 C 25.755 11.062 -22.977
201 O 21.766 13.864 -21.984
202 C 20.861 14.628 -21.206
203 C 20.192 15.676 -22.081
204 H 25.666 16.752 -23.201
205 H 25.630 15.035 -23.726
206 H 24.982 16.174 -24.676
207 H 23.241 16.882 -22.600
208 H 22.945 15.418 -23.495
209 H 25.913 13.179 -22.260
210 H 25.385 11.986 -21.110
211 H 25.739 11.299 -24.041
212 H 26.712 10.646 -22.661
213 H 24.999 10.287 -22.847
214 H 20.133 13.988 -20.707
215 H 21.401 15.079 -20.373
216 H 20.867 16.121 -22.812
217 H 19.464 15.125 -22.675
218 H 19.654 16.483 -21.583